1.
Formula: C30H68AsF6MgO18
Source: OMol25
Level of theory: ωB97M-V with the def2-TZVPD basis set

The calculation puts the HOMO energy at -10.75 eV. The calculation puts the frontier orbital gap at 0.2839 hartree. Its charge is +1. The total energy comes out at -151648.21410 eV. Its largest force on an atom is 5.018 eV Å⁻¹.

Each line ends with the Löwdin charge.
Positions of all 124 atoms, in Å:
As 1.02150 0.31248 -0.44536  0.7663
Mg 2.39697 -0.79008 -3.92943  0.8492
F 2.24015 -0.68929 0.20045  -0.2092
F 0.24981 -1.08581 -1.16092  -0.2379
F 2.10247 0.12006 -2.16696  -0.3342
F 1.87521 1.68256 -0.03105  -0.1611
F -0.03697 1.32458 -1.36380  -0.2039
F 0.11890 0.17547 0.87916  -0.1393
O -8.00721 -0.81911 -2.58989  -0.1717
O -2.67661 -6.56114 2.40705  -0.1793
O 4.68995 0.14941 4.75856  -0.1867
O -3.56860 -0.21842 2.21115  0.0233
O -4.41168 -1.50864 -2.20393  -0.1804
O -1.12462 -3.88274 2.47434  -0.1833
O 3.27530 -2.33460 -2.89158  -0.2499
O 0.98331 -2.38863 -4.12220  -0.2323
O -1.80694 5.91929 5.23296  -0.1685
O -0.12508 3.73727 4.00591  -0.2016
O 0.17242 4.64769 -2.69830  0.0583
O 4.81370 1.84436 2.13527  -0.1691
O 1.42798 0.58162 -5.03598  -0.2580
O -4.09523 -1.43371 3.99723  0.0406
O 3.97012 0.63967 -4.32464  -0.2591
O 2.24062 4.05148 -2.24129  0.1819
O -5.56686 -1.22326 2.30551  0.1949
O 0.87690 4.57709 -0.61763  0.0783
C 4.49376 -2.21859 -2.15132  -0.0154
C -0.19628 5.07909 3.58784  -0.2108
C -8.76978 -1.91320 -2.87538  -0.1275
C -1.41128 -7.06610 2.90075  -0.0825
C -4.53729 -0.97052 2.77779  -0.6026
C -6.63580 -0.93699 -2.89038  -0.2042
C 3.79601 1.03750 2.60509  -0.2154
C -0.47763 5.95574 4.82604  -0.2050
C -3.05145 -5.26601 2.87356  -0.1873
C 3.41263 1.97471 -4.62225  -0.1295
C -0.57427 4.72883 -0.52477  -0.0606
C 2.49269 -3.41455 -2.47634  -0.1453
C -2.08188 4.80704 6.04525  -0.1044
C -3.46012 -1.54525 -1.18934  -0.1092
C -2.49709 0.05800 3.20092  -0.0534
C -0.85976 5.21339 -1.94142  -0.1296
C 0.04344 2.85846 2.86271  -0.0885
C -5.74026 -1.42825 -1.75819  -0.2038
C 5.44656 0.72855 -4.27719  -0.0112
C 1.91523 1.87715 -4.55567  -0.1397
C 1.32107 0.46211 -6.50006  0.0013
C -0.41467 -3.09098 1.51578  -0.0868
C -2.42664 -4.11884 2.05005  -0.2238
C 4.21329 -0.19395 3.47597  -0.1870
C 5.34995 1.36268 0.95632  -0.1245
C 1.20690 4.39438 -1.85569  -0.6671
C 5.90782 0.89352 4.78704  -0.0758
C -2.70720 -1.16668 4.12961  -0.1117
C -0.38921 -2.06457 -4.10537  -0.0529
C 1.34706 -3.66990 -3.55307  -0.0754
H -3.15048 4.87410 6.18241  0.0916
H -8.61055 -2.09316 -3.92087  0.0853
H -0.84400 -2.12350 1.26918  0.0670
H 6.36940 0.74373 5.76142  0.0900
H 3.25494 1.76776 3.23698  0.1385
H 1.41966 -0.57045 -6.79493  0.0950
H -8.48634 -2.72619 -2.22861  0.0846
H -0.63346 -6.74505 2.19987  0.0789
H 5.92238 0.44093 1.06188  0.0854
H -1.60901 -0.07408 2.59636  0.0929
H 1.96535 -3.21728 -1.54742  0.1288
H -1.43036 -8.14071 3.03040  0.0768
H 5.68345 1.93454 4.63846  0.0861
H 5.73793 0.85071 -3.21164  0.1176
H -0.63646 -1.28646 -4.79578  0.0976
H -0.27694 7.01415 4.61799  0.1286
H -1.16562 -6.67690 3.91210  0.0947
H -0.76330 6.31185 -1.92353  0.1402
H 5.25985 -1.80919 -2.81324  0.1006
H -0.79814 2.92748 2.16911  0.0764
H 4.97855 -0.72014 2.88130  0.1107
H -0.63196 5.59243 0.14724  0.1334
H -0.92084 5.17095 2.78398  0.1127
H 4.51679 1.17904 0.24993  0.0760
H 4.42424 -1.81639 -1.14768  0.1054
H 6.55613 0.38831 4.11905  0.0750
H -1.00438 -2.85506 -4.49691  0.1036
H 1.47620 2.73569 -5.04318  0.1509
H 0.98559 3.05590 2.30039  0.0904
H 5.88060 -0.10992 -4.76846  0.0821
H -4.12015 -5.27388 2.79815  0.1191
H -3.70393 -0.76616 -0.46026  0.0804
H 5.78007 1.56996 -4.88706  0.0980
H -3.00275 -3.20333 2.05674  0.1062
H -2.94232 -5.04249 3.93911  0.1285
H 4.79336 -3.24292 -1.94080  0.0975
H -0.78480 -1.95196 -3.11352  0.0768
H 0.50946 -4.13726 -3.04258  0.1396
H -0.30679 -3.67740 0.61329  0.0776
H 3.19240 0.70677 1.77325  0.0697
H 3.09552 -4.31310 -2.39107  0.1361
H -6.48604 -1.66178 -3.69946  0.1201
H 3.72442 2.77075 -3.92357  0.1465
H 3.44990 -0.96524 3.61826  0.1245
H -3.39088 -2.48558 -0.64487  0.0824
H -1.82706 4.97148 -2.37760  0.1385
H -2.60282 1.02550 3.64124  0.1190
H 5.93285 2.09548 0.42419  0.0857
H -2.53403 -0.87502 5.17040  0.1352
H 0.20478 5.62833 5.63513  0.1360
H 0.09632 1.84071 3.23675  0.0742
H 0.77396 5.35104 3.15832  0.1240
H -1.75955 3.94891 5.48425  0.0635
H -6.11513 -2.39609 -1.38126  0.1387
H -1.00693 3.79959 -0.17412  0.1210
H -2.46692 -1.29540 -1.60286  0.0710
H 1.56726 1.83992 -3.52134  0.1066
H -2.06985 -2.02459 3.82150  0.1202
H -2.45324 -4.57574 1.06765  0.1212
H 1.76077 -4.33915 -4.31251  0.1359
H -5.79981 -0.64458 -1.01016  0.1244
H -9.79678 -1.65855 -2.63223  0.0973
H 2.15758 1.01660 -6.95169  0.1039
H 3.74289 2.19465 -5.64713  0.1340
H 0.39991 0.88817 -6.89494  0.1090
H -1.59591 4.70031 7.01310  0.0917
H 0.60298 -3.02863 1.86430  0.0871
H -6.23930 -0.00667 -3.27529  0.1247

2.
Formula: CH6N2OS
Source: OMol25
Level of theory: ωB97M-V with the def2-TZVPD basis set

The calculation puts the HOMO energy at -9.53 eV. The calculation puts the frontier orbital gap at 0.3716 hartree. Its charge is 0. The calculation puts the energy above the lowest of the compared OMol25 structures with the same formula, charge and spin at 0.000 eV. The total energy comes out at -16997.51136 eV. The SMILES is NC(N)=O.S. Its largest force on an atom is 3.588 eV Å⁻¹.

Each line ends with the Löwdin charge.
Positions of all 11 atoms, in Å:
S -0.96135 2.97617 -1.26518  0.4864
O -0.78690 -1.92765 1.30822  0.0003
N -0.22079 -0.05247 0.06672  0.1373
N 1.25580 -1.87314 0.21755  0.0739
C 0.03152 -1.25200 0.64414  -0.6133
H 0.94441 -2.65667 -0.35525  0.0860
H 0.30070 2.87780 -0.76871  -0.1929
H -1.46881 3.62828 -0.22668  -0.2211
H 1.68968 -2.28427 1.05392  0.0878
H -1.17269 0.30411 0.00198  0.0804
H 0.38842 0.25984 -0.67670  0.0752

3.
Formula: C20H23N2O4S4
Source: OMol25
Level of theory: ωB97M-V with the def2-TZVPD basis set

The calculation puts the HOMO energy at -3.79 eV. The calculation puts the frontier orbital gap at 0.2308 hartree. Its charge is -1. The calculation puts the energy above the lowest of the compared OMol25 structures with the same formula, charge and spin at 0.000 eV. The total energy comes out at -75621.56884 eV. Its largest force on an atom is 4.205 eV Å⁻¹.

Each line ends with the Löwdin charge.
Positions of all 53 atoms, in Å:
S 2.38320 -0.99242 0.32685  0.6321
S 0.63530 -3.34434 -1.24832  0.7006
S 3.61432 1.02362 2.24387  0.6451
S 0.13088 -0.42141 -1.58495  1.0398
O 1.23864 -0.97921 1.21322  -0.3367
O 3.28449 -2.12607 0.18528  -0.3447
O 4.78399 1.83563 2.28690  -0.3309
O 3.43360 -0.11314 3.15047  -0.3512
N -1.59633 -2.03723 -0.52004  -0.1728
N -4.31154 -2.21509 0.00842  -0.2565
C 3.18436 1.35364 -0.58535  -0.2070
C 2.55854 0.02525 -3.62183  -0.0976
C 1.00581 1.62643 3.05806  -0.0683
C -2.31933 -0.82876 -0.16949  -0.1787
C 2.57520 -0.81004 -2.53765  -0.1115
C -3.56953 -3.43167 -0.09305  -0.1858
C 2.18988 2.15280 2.54157  -0.2503
C 1.09895 4.23237 2.01680  -0.1012
C 3.29044 0.43755 0.59783  -0.4463
C -0.14754 2.41296 3.02625  -0.0898
C -5.71074 -2.36178 -0.14826  -0.1147
C 1.73721 1.17322 -1.11938  -0.3978
C -2.08955 -3.23082 0.17118  -0.1553
C -0.32711 -2.03240 -1.00488  -1.0023
C 1.86854 -0.40807 -1.33802  -0.6859
C 1.55379 1.90755 -2.41574  -0.0788
C -3.78569 -0.99179 -0.51564  -0.1852
C -0.10037 3.70829 2.50609  -0.1123
C 2.26189 3.46164 2.05339  -0.0851
C 2.00686 1.35870 -3.57464  -0.1161
H -4.38241 -0.13500 -0.14881  0.1284
H -1.96040 -3.09940 1.24782  0.1340
H 3.14115 -1.69811 -2.49467  0.0975
H 1.14746 5.23810 1.60231  0.0943
H 3.77130 0.93466 -1.44442  0.1152
H -1.06805 2.00239 3.43569  0.0967
H -1.00185 4.32077 2.49797  0.0908
H -3.68957 -3.83044 -1.11949  0.1255
H 3.21652 3.85495 1.70398  0.1061
H -1.51294 -4.09252 -0.17664  0.0672
H 2.02904 1.97211 -4.51390  0.1082
H -4.00259 -4.16379 0.60843  0.1259
H -5.97706 -2.61143 -1.17620  0.0804
H -1.92467 0.02961 -0.71844  0.0678
H -2.23696 -0.66233 0.90785  0.1355
H 1.13788 1.51042 -0.27147  0.1318
H -3.84908 -0.99606 -1.62263  0.1277
H -6.23336 -1.44152 0.10547  0.0823
H 1.14914 2.93519 -2.34815  0.1169
H 2.99308 -0.29225 -4.58272  0.1044
H 0.99532 0.61876 3.47418  0.1105
H -6.06325 -3.17887 0.47212  0.0799
H 3.44315 2.39930 -0.34721  0.1179

4.
Formula: C21H24N4O4
Source: OMol25
Level of theory: ωB97M-V with the def2-TZVPD basis set

The calculation puts the HOMO energy at -8.28 eV. The calculation puts the frontier orbital gap at 0.3160 hartree. Its charge is 0. The calculation puts the energy above the lowest of the compared OMol25 structures with the same formula, charge and spin at 0.782 eV. The total energy comes out at -36318.73021 eV. The SMILES is CCOC(=O)[C@H]1CCCN(C(=O)Cn2ncc3c([nH]c4ccc(C)cc43)c2=O)C1. Its largest force on an atom is 1.060 eV Å⁻¹.

Each line ends with the Löwdin charge.
Positions of all 53 atoms, in Å:
O -0.70640 -0.31423 1.55142  0.1246
O -1.66598 1.67877 1.92770  0.0051
O 1.52521 2.55211 -0.59492  0.0350
O -1.72829 2.15349 -4.38141  0.0628
N 0.72057 1.14709 -2.20798  -0.0540
N 2.49997 0.09929 0.80098  0.1736
N -2.11279 2.21821 -2.16792  -0.0403
N 0.48877 -0.05697 -2.73492  0.1104
C 0.32418 1.93086 3.32638  -0.0581
C -1.88086 0.77507 -0.23932  -0.1872
C 3.29961 -1.83590 2.16626  -0.0026
C 2.68454 -1.22827 1.07956  -0.1861
C 0.88503 -1.12814 -2.12723  -0.0621
C 3.34454 -3.21187 2.18762  -0.0433
C 1.38948 1.40794 -1.02211  -0.3805
C 1.57974 -1.06387 -0.90022  -0.0768
C -1.17717 1.68632 3.27166  -0.1981
C 2.12493 -1.99952 0.03190  -0.0979
C -3.37209 0.41917 -0.31587  -0.1359
C -3.83960 0.53995 -1.76649  -0.1521
C 2.79696 -3.99644 1.16066  -0.2784
C 2.18670 -3.38966 0.08149  0.0264
C 2.88400 -5.48989 1.26152  -0.0560
C 1.83198 0.20690 -0.37709  -0.1072
C 0.21340 2.25645 -2.99446  -0.0188
C -1.29919 2.18809 -3.24621  -0.4328
C -3.52382 1.92684 -2.33184  -0.1343
C -1.70805 2.20103 -0.78608  -0.0916
C -1.34314 0.63367 1.16767  -0.4655
H 2.35341 -5.84070 2.14599  0.0817
H -1.32953 0.06562 -0.86397  0.1386
H 0.84933 1.05900 2.94515  0.0528
H 1.75904 -3.98027 -0.71491  0.1188
H 0.48890 3.17885 -2.47660  0.1313
H 3.72451 -1.24873 2.96653  0.1109
H 0.62745 2.10594 4.35470  0.0783
H 2.44960 -5.96540 0.38624  0.0731
H -3.93781 1.10331 0.32079  0.1250
H 2.78264 0.88205 1.36725  0.1664
H -3.32909 -0.20981 -2.37396  0.1224
H -0.69235 2.56710 -0.66093  0.1073
H -4.10290 2.69268 -1.80553  0.1303
H 0.58395 2.79713 2.72200  0.0847
H 3.92274 -5.80564 1.35022  0.0808
H 0.68281 2.23593 -3.98191  0.1377
H -1.42164 0.72888 3.74369  0.1262
H -2.36782 2.87380 -0.22731  0.1405
H -3.75270 1.97110 -3.39735  0.1206
H -3.53241 -0.59787 0.04634  0.1246
H -1.72838 2.49307 3.75817  0.1239
H -4.91299 0.35857 -1.83022  0.1138
H 3.81468 -3.71236 3.02178  0.1131
H 0.64633 -2.05878 -2.61691  0.1187

Q: Which of these has the highest frontier orbital gap?
A: CH6N2OS

Please write out number 2 again, unchanged.
Formula: CH6N2OS
Source: OMol25
Level of theory: ωB97M-V with the def2-TZVPD basis set

The calculation puts the HOMO energy at -9.53 eV. The calculation puts the frontier orbital gap at 0.3716 hartree. Its charge is 0. The calculation puts the energy above the lowest of the compared OMol25 structures with the same formula, charge and spin at 0.000 eV. The total energy comes out at -16997.51136 eV. The SMILES is NC(N)=O.S. Its largest force on an atom is 3.588 eV Å⁻¹.

Each line ends with the Löwdin charge.
Positions of all 11 atoms, in Å:
S -0.96135 2.97617 -1.26518  0.4864
O -0.78690 -1.92765 1.30822  0.0003
N -0.22079 -0.05247 0.06672  0.1373
N 1.25580 -1.87314 0.21755  0.0739
C 0.03152 -1.25200 0.64414  -0.6133
H 0.94441 -2.65667 -0.35525  0.0860
H 0.30070 2.87780 -0.76871  -0.1929
H -1.46881 3.62828 -0.22668  -0.2211
H 1.68968 -2.28427 1.05392  0.0878
H -1.17269 0.30411 0.00198  0.0804
H 0.38842 0.25984 -0.67670  0.0752